## P
Density functional theory data (the ωB97M-V functional and the def2-TZVPD basis) for a 2-piece molecular cluster, C3H7N3 overall.

The geometry in XYZ format:
```
13
Properties=species:S:1:pos:R:3:mulliken_charge:R:1
N -3.3053 1.8535 1.6407 -0.48
N 1.0846 1.0540 0.2583 -0.21
N 1.1009 -1.1997 -1.1633 -0.60
C -2.3351 1.3696 1.2046 -0.18
C -0.0578 -0.9538 -0.3163 -0.16
C 0.0986 0.2696 0.5222 -0.13
H 1.1742 1.9498 0.7240 0.27
H -0.9703 -0.7534 -0.8964 0.29
H 1.7408 0.7757 -0.4750 0.30
H -0.3179 -1.7933 0.3402 0.32
H -0.8182 0.6478 1.1280 0.15
H 0.8489 -1.2612 -2.1415 0.22
H 1.5598 -2.0667 -0.9100 0.21
```

Values from the calculation:
Orbital gap: 8.429 eV
Total charge: 0
Highest occupied orbital energy: -8.656 eV
Lowest unoccupied orbital energy: -0.227 eV
Multiplicity: 1

## Q
Density functional theory data (the ωB97M-V functional and the def2-TZVPD basis) for C3H7N3 as an isolated structure.

The geometry in XYZ format:
```
13
Properties=species:S:1:pos:R:3:mulliken_charge:R:1
N -0.1973 -0.5599 2.6970 -0.67
N 0.0446 -1.0516 1.4433 -0.06
N -0.0887 0.2422 0.8246 -0.23
C -0.5317 0.5761 2.0894 -0.06
C 0.5655 -0.2622 -1.6792 -0.95
C -0.4918 0.6753 -1.1219 -0.03
H -0.0664 1.6930 -1.0326 0.24
H 0.4452 -1.3629 -1.2674 0.22
H 0.8249 -1.6364 1.0852 0.22
H 0.5546 -0.1752 -2.7637 0.36
H -1.5542 0.4315 -1.3016 0.26
H 1.5813 0.0085 -1.3553 0.32
H -1.0861 1.4214 2.3821 0.37
```

Values from the calculation:
Orbital gap: 8.534 eV
Total charge: 0
Highest occupied orbital energy: -8.265 eV
Lowest unoccupied orbital energy: 0.269 eV
Multiplicity: 1

## R
Density functional theory data (the ωB97M-V functional and the def2-TZVPD basis) for one molecule with the formula C3H7N3.

The geometry in XYZ format:
```
13
Properties=species:S:1:pos:R:3:mulliken_charge:R:1
N -0.3700 0.0244 -0.2975 -0.48
N -1.2949 -0.7723 0.1028 0.37
N -2.4323 -0.0642 0.3028 -0.43
C 0.9648 -0.4807 -0.2909 -0.28
C -2.8232 0.8396 -0.4016 -0.10
C 1.9923 0.4812 0.2844 -1.00
H 1.4248 1.3884 0.3945 0.33
H 1.1300 -0.5242 -1.3136 0.22
H -1.2960 -1.7256 0.1512 0.21
H -3.4005 1.6279 -0.0078 0.20
H 2.3333 0.1264 1.2516 0.25
H 0.9017 -1.5101 0.1308 0.40
H 2.8699 0.5892 -0.3069 0.30
```

Values from the calculation:
Orbital gap (alpha / beta): 8.566 / 7.512 eV
Total charge: 0
Highest occupied orbital energy (alpha / beta): -7.717 / -7.258 eV
Lowest unoccupied orbital energy (alpha / beta): 0.850 / 0.254 eV
Multiplicity: 1

Which structure is the most stable? The one labeled P.